{"formula": "C55H94N24O3", "method": "ωB97M-V/def2-TZVPD", "lumo_energy_ha": 0.009, "e_tot_ha": -3691.50148, "fmax_ha_per_bohr": 0.27328, "total_charge": 0, "spin_multiplicity": 1, "symbols": ["C", "C", "C", "C", "C", "O", "O", "C", "C", "N", "C", "N", "C", "N", "C", "C", "N", "C", "C", "C", "C", "O", "H", "H", "H", "H", "H", "H", "H", "H", "H", "H", "H", "H", "H", "H", "H", "H", "H", "H", "H", "H", "H", "H", "H", "H", "H", "H", "H", "H", "H", "H", "H", "H", "H", "H", "C", "C", "N", "H", "H", "H", "C", "C", "N", "H", "H", "H", "C", "C", "N", "H", "H", "H", "C", "C", "N", "H", "H", "H", "C", "C", "N", "H", "H", "H", "C", "C", "N", "H", "H", "H", "C", "C", "N", "H", "H", "H", "C", "C", "N", "H", "H", "H", "C", "C", "N", "H", "H", "H", "C", "C", "N", "H", "H", "H", "C", "C", "N", "H", "H", "H", "C", "C", "N", "H", "H", "H", "C", "C", "N", "H", "H", "H", "C", "C", "N", "H", "H", "H", "C", "C", "N", "H", "H", "H", "C", "C", "N", "H", "H", "H", "C", "C", "N", "H", "H", "H", "C", "C", "N", "H", "H", "H", "C", "C", "N", "H", "H", "H", "C", "C", "N", "H", "H", "H"], "xyz": [[0.467, -4.442, 1.442], [1.959, -4.898, 1.287], [3.037, -4.070, 2.075], [2.580, -2.702, 2.687], [2.716, -1.447, 1.705], [2.741, -2.012, 0.373], [3.927, -0.751, 1.803], [4.006, 0.349, 2.683], [4.021, 0.011, 4.233], [4.927, 0.993, 4.934], [5.418, 1.028, 2.369], [5.555, 1.044, 0.866], [1.362, -0.650, 1.795], [0.960, -0.270, 3.186], [1.229, 0.572, 0.785], [0.129, 0.168, -0.293], [-0.229, 1.268, -1.239], [0.202, 0.805, -2.597], [1.756, 0.907, -2.832], [-1.696, 1.256, -1.250], [-2.534, 2.113, -0.227], [-2.345, 0.611, -2.048], [-0.162, -5.191, 0.886], [0.149, -4.328, 2.507], [0.270, -3.460, 0.931], [2.198, -4.850, 0.188], [2.029, -5.985, 1.558], [3.360, -4.707, 2.949], [3.975, -3.927, 1.475], [3.306, -2.492, 3.523], [1.581, -2.736, 3.196], [1.854, -2.313, 0.131], [3.264, 1.175, 2.547], [3.008, 0.177, 4.710], [4.449, -0.994, 4.473], [5.564, 0.448, 5.515], [4.380, 1.619, 5.522], [6.275, 0.446, 2.782], [5.429, 2.103, 2.662], [5.959, 0.155, 0.572], [6.295, 1.733, 0.683], [0.555, -1.373, 1.469], [0.416, -1.022, 3.611], [0.309, 0.519, 3.115], [2.222, 0.686, 0.289], [0.877, 1.497, 1.301], [0.441, -0.786, -0.789], [-0.780, -0.100, 0.324], [-0.295, 1.473, -3.344], [-0.115, -0.241, -2.830], [2.368, 0.752, -1.911], [1.956, 1.914, -3.273], [2.026, 0.086, -3.546], [-2.903, 1.496, 0.634], [-3.440, 2.484, -0.758], [-1.931, 2.986, 0.109], [-3.158, -5.366, 4.098], [-2.003, -4.442, 4.040], [-1.105, -3.728, 3.996], [-4.087, -4.797, 4.105], [-3.153, -6.027, 3.230], [-3.102, -5.969, 5.004], [-6.222, -7.449, 1.825], [-4.770, -7.666, 2.024], [-3.644, -7.833, 2.179], [-6.382, -6.584, 1.182], [-6.666, -8.325, 1.360], [-6.706, -7.272, 2.784], [5.180, 3.075, -4.912], [3.732, 2.980, -5.212], [2.612, 2.907, -5.450], [5.723, 3.371, -5.805], [5.346, 3.816, -4.129], [5.547, 2.113, -4.574], [-4.334, 5.414, -2.397], [-3.962, 5.480, -0.965], [-3.673, 5.531, 0.144], [-5.382, 5.685, -2.519], [-3.718, 6.104, -2.971], [-4.181, 4.402, -2.773], [-0.666, 1.468, 6.425], [0.774, 1.682, 6.163], [1.889, 1.849, 5.954], [-1.112, 0.912, 5.601], [-0.793, 0.902, 7.348], [-1.171, 2.428, 6.520], [-1.071, 5.777, 2.545], [-1.386, 4.524, 3.271], [-1.630, 3.552, 3.831], [-1.922, 6.077, 1.934], [-0.845, 6.569, 3.257], [-0.206, 5.622, 1.901], [3.766, 4.316, 2.972], [2.916, 5.504, 2.764], [2.237, 6.413, 2.594], [3.788, 3.712, 2.065], [4.781, 4.626, 3.219], [3.368, 3.715, 3.791], [-5.682, -2.000, 1.885], [-6.023, -3.219, 2.652], [-6.285, -4.168, 3.244], [-6.503, -1.740, 1.217], [-5.506, -1.170, 2.569], [-4.782, -2.172, 1.295], [2.448, 6.380, -0.819], [3.836, 5.959, -1.115], [4.912, 5.632, -1.345], [1.876, 5.532, -0.443], [2.452, 7.167, -0.066], [1.974, 6.756, -1.725], [-6.309, 1.207, -0.585], [-6.012, 1.353, 0.858], [-5.782, 1.458, 1.978], [-7.353, 1.455, -0.773], [-5.672, 1.877, -1.162], [-6.124, 0.181, -0.899], [9.720, 3.284, -4.718], [8.502, 2.510, -5.043], [7.558, 1.907, -5.295], [10.149, 3.707, -5.624], [9.474, 4.088, -4.026], [10.458, 2.630, -4.254], [11.672, 1.909, -8.187], [11.800, 3.266, -7.609], [11.912, 4.327, -7.167], [11.712, 1.164, -7.393], [10.722, 1.820, -8.712], [12.486, 1.727, -8.888], [-9.594, -1.861, 3.262], [-9.340, -1.396, 1.879], [-9.132, -1.038, 0.808], [-8.795, -1.515, 3.917], [-10.543, -1.462, 3.618], [-9.632, -2.950, 3.293], [8.163, -0.369, -1.303], [9.239, 0.592, -1.634], [10.072, 1.339, -1.891], [8.042, -1.083, -2.117], [8.416, -0.908, -0.390], [7.225, 0.165, -1.155], [-12.381, -3.231, 6.061], [-10.969, -3.621, 5.812], [-9.810, -3.958, 5.634], [-12.928, -4.086, 6.457], [-12.439, -2.409, 6.783], [-12.848, -2.915, 5.126], [-9.604, -8.586, -1.130], [-9.299, -8.456, 0.313], [-9.064, -8.357, 1.432], [-10.647, -8.329, -1.311], [-8.967, -7.914, -1.704], [-9.426, -9.610, -1.455], [-6.173, -2.831, 7.456], [-7.411, -3.331, 6.812], [-8.383, -3.720, 6.307], [-6.432, -2.196, 8.302], [-5.578, -3.672, 7.811], [-5.583, -2.253, 6.742], [0.506, 1.881, -7.532], [-0.940, 1.786, -7.842], [-2.061, 1.712, -8.084], [1.063, 2.170, -8.429], [0.671, 2.626, -6.757], [0.874, 0.918, -7.182], [3.392, 4.609, -10.388], [3.098, 3.333, -9.698], [2.869, 2.345, -9.160], [2.534, 4.912, -10.986], [3.607, 5.385, -9.654], [4.256, 4.486, -11.040], [1.901, -1.946, -6.598], [2.269, -1.918, -5.164], [2.555, -1.896, -4.053], [0.848, -1.688, -6.714], [2.508, -1.228, -7.150], [2.070, -2.943, -7.003]]}

---

{"formula": "C56H100N8O16P4", "method": "ωB97M-V/def2-TZVPD", "smiles": "CCOP(=O)(OCC)OCC.CCOP(=O)(OCC)OCC.CCOP(=O)(OCC)OCC.CCOP(=O)(OCC)OCC.c1cc[nH]c1.c1cc[nH]c1.c1cc[nH]c1.c1cc[nH]c1.c1cc[nH]c1.c1cc[nH]c1.c1cc[nH]c1.c1cc[nH]c1", "lumo_energy_ha": 0.020, "e_tot_ha": -5201.42836, "fmax_ha_per_bohr": 0.07231, "total_charge": 0, "spin_multiplicity": 1, "symbols": ["C", "C", "O", "P", "O", "O", "C", "C", "O", "C", "C", "H", "H", "H", "H", "H", "H", "H", "H", "H", "H", "H", "H", "H", "H", "H", "C", "C", "O", "P", "O", "O", "C", "C", "O", "C", "C", "H", "H", "H", "H", "H", "H", "H", "H", "H", "H", "H", "H", "H", "H", "H", "C", "C", "O", "P", "O", "O", "C", "C", "O", "C", "C", "H", "H", "H", "H", "H", "H", "H", "H", "H", "H", "H", "H", "H", "H", "H", "C", "C", "O", "P", "O", "O", "C", "C", "O", "C", "C", "H", "H", "H", "H", "H", "H", "H", "H", "H", "H", "H", "H", "H", "H", "H", "C", "C", "C", "N", "C", "H", "H", "H", "H", "H", "C", "C", "C", "N", "C", "H", "H", "H", "H", "H", "C", "C", "C", "N", "C", "H", "H", "H", "H", "H", "C", "C", "C", "N", "C", "H", "H", "H", "H", "H", "C", "C", "C", "N", "C", "H", "H", "H", "H", "H", "C", "C", "C", "N", "C", "H", "H", "H", "H", "H", "C", "C", "C", "N", "C", "H", "H", "H", "H", "H", "C", "C", "C", "N", "C", "H", "H", "H", "H", "H"], "xyz": [[-2.961, -0.596, -1.748], [-2.822, -0.649, -3.299], [-4.009, -0.069, -3.889], [-4.448, -0.518, -5.389], [-5.568, 0.288, -5.897], [-3.044, -0.475, -6.166], [-2.838, 0.425, -7.237], [-2.348, 1.847, -6.742], [-4.603, -2.051, -5.335], [-4.782, -2.849, -6.521], [-5.798, -3.852, -6.312], [-3.789, -1.265, -1.568], [-2.079, -0.942, -1.206], [-3.260, 0.392, -1.334], [-1.928, -0.034, -3.586], [-2.788, -1.681, -3.535], [-2.080, 0.050, -7.863], [-3.715, 0.581, -7.873], [-1.387, 1.750, -6.214], [-2.178, 2.369, -7.710], [-3.186, 2.290, -6.235], [-5.117, -2.271, -7.426], [-3.835, -3.340, -6.702], [-5.634, -4.485, -5.396], [-6.824, -3.363, -6.186], [-5.804, -4.558, -7.203], [5.148, -1.412, 2.634], [3.703, -1.725, 2.400], [3.326, -3.065, 2.803], [2.214, -3.798, 1.949], [2.270, -3.449, 0.508], [2.471, -5.349, 2.274], [3.778, -5.898, 1.920], [3.662, -7.443, 2.069], [0.919, -3.519, 2.784], [-0.430, -3.944, 2.521], [-0.856, -3.984, 1.051], [5.723, -2.130, 2.047], [5.401, -0.396, 2.267], [5.327, -1.442, 3.679], [2.995, -1.045, 2.904], [3.427, -1.677, 1.358], [4.066, -5.457, 0.932], [4.527, -5.415, 2.707], [4.148, -7.936, 1.233], [4.173, -7.741, 2.963], [2.621, -7.731, 2.178], [-0.578, -4.923, 3.070], [-1.079, -3.231, 3.059], [-0.619, -3.131, 0.477], [-0.453, -4.797, 0.496], [-1.942, -4.274, 0.983], [-0.865, -3.611, 6.403], [-2.191, -3.067, 6.316], [-2.222, -1.642, 6.657], [-1.833, -0.556, 5.597], [-1.954, -1.044, 4.194], [-2.742, 0.725, 5.792], [-2.940, 1.147, 7.181], [-4.136, 0.341, 7.661], [-0.349, -0.291, 6.054], [0.509, 0.383, 5.195], [0.313, 1.853, 5.213], [-0.277, -3.248, 7.256], [-0.853, -4.663, 6.465], [-0.372, -3.350, 5.506], [-2.687, -3.323, 5.367], [-2.799, -3.477, 7.127], [-2.121, 0.880, 7.842], [-3.107, 2.199, 7.211], [-4.264, 0.423, 8.752], [-4.980, 0.729, 7.189], [-4.064, -0.755, 7.525], [1.492, 0.068, 5.549], [0.376, -0.032, 4.168], [0.918, 2.292, 4.444], [-0.692, 2.219, 5.064], [0.729, 2.335, 6.100], [3.611, -1.178, -5.445], [3.170, 0.100, -4.744], [4.351, 0.841, -4.239], [4.648, 0.609, -2.678], [3.568, 0.613, -1.639], [5.523, -0.705, -2.726], [5.520, -1.541, -1.546], [4.538, -2.721, -1.683], [5.630, 1.820, -2.472], [6.726, 1.950, -3.402], [7.750, 2.958, -2.946], [3.854, -2.066, -4.880], [2.934, -1.558, -6.204], [4.552, -1.015, -5.967], [2.610, 0.734, -5.388], [2.505, -0.071, -3.890], [6.512, -1.877, -1.454], [5.268, -0.876, -0.665], [4.386, -3.225, -0.757], [3.576, -2.258, -1.899], [4.898, -3.371, -2.452], [7.164, 0.953, -3.536], [6.369, 2.232, -4.396], [7.159, 3.761, -2.547], [8.460, 2.674, -2.188], [8.370, 3.345, -3.795], [-6.815, -2.115, 4.287], [-6.402, -3.179, 3.469], [-5.215, -2.844, 2.923], [-4.818, -1.662, 3.510], [-5.795, -1.192, 4.404], [-7.818, -1.981, 4.736], [-7.156, -3.931, 3.181], [-4.664, -3.261, 2.160], [-3.886, -1.277, 3.512], [-5.756, -0.264, 4.936], [-3.921, 3.054, -2.208], [-2.467, 3.002, -2.343], [-1.946, 4.242, -2.463], [-3.055, 5.122, -2.515], [-4.214, 4.404, -2.380], [-4.717, 2.355, -2.061], [-1.789, 2.154, -2.250], [-0.968, 4.657, -2.557], [-3.046, 6.098, -2.591], [-5.148, 4.951, -2.369], [0.427, 5.820, 0.350], [-0.669, 5.789, 1.230], [-0.305, 5.042, 2.311], [0.981, 4.635, 2.167], [1.466, 5.101, 0.950], [0.491, 6.393, -0.568], [-1.689, 6.036, 1.042], [-0.939, 4.715, 3.089], [1.485, 3.942, 2.657], [2.484, 4.918, 0.667], [0.511, -0.081, 0.483], [-0.347, 0.214, 1.595], [-0.651, 1.572, 1.574], [0.027, 2.113, 0.504], [0.756, 1.145, -0.130], [1.003, -1.050, 0.250], [-0.868, -0.406, 2.289], [-1.343, 2.122, 2.146], [0.094, 3.088, 0.252], [1.455, 1.327, -0.980], [0.612, -3.503, -4.051], [0.147, -2.173, -4.034], [0.351, -1.664, -2.771], [1.092, -2.642, -2.085], [1.194, -3.700, -2.843], [0.455, -4.244, -4.815], [-0.380, -1.575, -4.780], [0.143, -0.748, -2.258], [1.447, -2.593, -1.144], [1.721, -4.550, -2.404], [2.613, 3.577, -2.595], [1.461, 2.934, -3.160], [1.465, 3.248, -4.515], [2.562, 4.017, -4.766], [3.227, 4.221, -3.583], [2.952, 3.509, -1.566], [0.684, 2.249, -2.802], [0.575, 3.071, -5.158], [2.853, 4.479, -5.591], [4.174, 4.761, -3.545], [-4.409, 1.788, 2.858], [-3.915, 3.160, 3.017], [-3.963, 3.669, 1.713], [-4.222, 2.689, 0.818], [-4.576, 1.559, 1.505], [-4.511, 0.994, 3.570], [-3.529, 3.646, 3.932], [-3.772, 4.624, 1.300], [-4.244, 2.872, -0.204], [-4.911, 0.666, 1.007], [3.585, 2.586, 3.261], [4.606, 3.264, 2.648], [4.542, 3.115, 1.284], [3.440, 2.323, 1.067], [2.823, 1.969, 2.225], [3.456, 2.606, 4.299], [5.365, 3.853, 3.149], [5.326, 3.261, 0.561], [3.158, 1.922, 0.124], [1.972, 1.247, 2.095]]}

---

| no. | gap between HOMO and LUMO (eV) |
| --- | --- |
| 1 | 6.483 |
| 2 | 8.181 |